Run one
Here is the molecule C14H17N3O3S from the Open Molecules 2025 dataset. Energies are from ωB97M-V/def2-TZVPD.

XYZ file:
```
38
Properties=species:S:1:pos:R:3:mulliken_charge:R:1
C -5.12 -4.11 -0.45 -1.292
C -4.24 -2.91 -0.77 -0.270
H -3.23 -3.24 -1.02 0.325
C -4.16 -1.95 0.42 -0.472
C -3.32 -0.77 0.11 0.396
N -2.77 -0.46 -1.01 -0.567
N -2.10 0.70 -0.84 -0.140
C -2.28 1.04 0.40 0.545
S -1.66 2.43 1.21 -0.267
C -0.74 3.16 -0.18 -0.731
H -1.43 3.28 -1.02 0.368
H -0.42 4.14 0.17 0.458
C 0.48 2.38 -0.67 0.652
O 0.92 2.62 -1.77 -0.651
N 1.00 1.52 0.23 -0.048
C 2.08 0.64 0.09 0.404
C 2.82 0.54 -1.08 -0.247
C 3.87 -0.35 -1.15 -0.677
C 4.21 -1.16 -0.07 0.684
C 3.47 -1.06 1.10 -0.346
C 2.41 -0.16 1.18 -0.986
H 1.84 -0.09 2.09 0.310
H 3.69 -1.66 1.97 0.379
O 5.26 -2.00 -0.25 -0.436
C 5.65 -2.84 0.81 -0.842
H 5.96 -2.26 1.69 0.332
H 4.84 -3.53 1.09 0.332
H 6.50 -3.41 0.44 0.236
H 4.45 -0.44 -2.06 0.407
H 2.57 1.15 -1.93 0.513
H 0.53 1.47 1.13 0.076
O -3.05 0.15 1.08 -0.350
H -3.75 -2.45 1.30 0.289
H -5.16 -1.60 0.69 0.281
H -4.63 -2.37 -1.63 0.313
H -5.16 -4.78 -1.30 0.355
H -4.72 -4.66 0.41 0.333
H -6.13 -3.79 -0.21 0.334
```

Summary:
* orbital gap: 8.43 eV
* SMILES string: CCCc1nnc(SCC(=O)Nc2ccc(OC)cc2)o1
* HOMO energy: -7.9 eV
* E_LUMO: 0.5 eV

---

Run two
Here is the molecule C14H17N3O3S from the Open Molecules 2025 dataset. Energies are from ωB97M-V/def2-TZVPD.

XYZ file:
```
38
Properties=species:S:1:pos:R:3:mulliken_charge:R:1
C 3.65 -1.99 0.58 0.232
C 2.99 -0.66 0.24 0.275
C 3.49 -3.03 -0.58 -0.926
C 0.93 0.39 -0.38 0.411
C 0.41 0.38 1.02 0.179
C -0.21 0.18 -1.36 -1.107
C -1.31 1.18 -1.37 0.592
C -1.38 2.29 -2.18 -0.961
C -2.48 1.19 -0.50 0.673
C -3.18 2.35 -0.81 -0.386
C -2.90 0.36 0.56 -0.222
C -4.41 2.65 -0.18 -0.728
C -4.09 0.67 1.19 -0.927
C -4.78 1.83 0.87 -0.337
H 3.57 -2.01 2.60 0.310
H 2.20 -2.44 1.85 0.227
H 4.73 -1.77 0.67 0.431
H 2.42 -3.31 -0.68 0.361
H 3.84 -2.73 -1.55 0.422
H 4.41 -4.48 1.03 0.144
H 1.51 -1.53 -0.94 0.280
H 1.45 1.35 -0.61 0.246
H -0.64 -0.81 -1.19 0.466
H 0.27 0.23 -2.33 0.526
H -0.69 2.64 -2.94 0.454
H -2.96 3.78 -2.37 0.172
H -2.31 -0.50 0.89 0.387
H -5.00 3.54 -0.42 0.313
H -4.45 0.06 2.00 0.414
H -5.67 2.06 1.45 0.364
H -0.18 1.52 2.36 0.413
N 3.21 -2.57 1.83 -0.648
N 1.87 -0.70 -0.52 -0.033
N -2.55 2.99 -1.90 -0.064
O 3.29 0.38 0.83 -0.685
O 0.26 -0.61 1.67 -0.588
O 0.08 1.59 1.42 -0.438
S 4.63 -4.49 -0.26 -0.243
```

Summary:
* orbital gap: 8.77 eV
* SMILES string: N[C@@H](CS)C(=O)N[C@@H](Cc1c[nH]c2ccccc12)C(=O)O
* HOMO energy: -8.2 eV
* E_LUMO: 0.6 eV

---

Verdict on stability: run one comes out at the bottom.

---

Run one
Here is a cluster of 3 separate species, C11H18I2O7S in total from the Open Molecules 2025 dataset. Energies are from ωB97M-V/def2-TZVPD.

XYZ file:
```
39
Properties=species:S:1:pos:R:3:mulliken_charge:R:1
C 4.41 1.76 -0.88 -0.828
C 3.62 0.72 -1.87 -0.442
I 3.02 1.76 -3.72 0.082
C 2.34 0.01 -1.11 -0.386
I 2.54 -2.20 -1.41 0.033
O 1.09 0.38 -1.74 -0.182
S 0.14 1.51 -0.95 0.627
O 0.67 1.97 0.43 -0.522
O 0.28 2.95 -1.92 -0.420
H 4.52 2.85 -1.31 0.258
H 5.51 1.36 -0.65 0.265
H 3.89 1.84 0.19 0.250
H 4.42 -0.11 -2.19 0.470
H 2.44 0.15 0.04 0.467
H 1.22 3.32 -1.73 0.318
O 2.22 -6.67 0.23 -0.600
C 1.23 -6.12 0.68 0.483
O 1.19 -4.83 1.10 -0.314
C -0.09 -4.56 1.66 -0.361
C -1.01 -5.59 1.07 -0.499
C -0.10 -6.78 0.89 -0.330
H -0.02 -4.64 2.75 0.252
H -0.40 -3.54 1.40 0.283
H -1.89 -5.80 1.69 0.317
H -1.37 -5.25 0.09 0.260
H -0.06 -7.40 1.79 0.254
H -0.39 -7.38 0.02 0.264
O -4.50 5.09 -1.70 -0.591
C -4.04 4.70 -0.64 0.510
O -4.78 4.53 0.50 -0.347
C -3.91 4.17 1.57 -0.475
C -2.68 3.60 0.91 -0.381
C -2.60 4.38 -0.37 -0.189
H -3.69 5.07 2.16 0.263
H -4.40 3.44 2.22 0.311
H -1.78 3.69 1.53 0.327
H -2.84 2.54 0.69 0.215
H -2.05 5.32 -0.25 0.234
H -2.17 3.78 -1.18 0.126
```

Summary:
* orbital gap: 9.58 eV
* HOMO energy: -9.8 eV
* E_LUMO: -0.3 eV

---

Run two
Here is a cluster of 3 separate species, C11H18I2O7S in total from the Open Molecules 2025 dataset. Energies are from ωB97M-V/def2-TZVPD.

XYZ file:
```
39
Properties=species:S:1:pos:R:3:mulliken_charge:R:1
C 4.32 1.72 -0.86 -1.006
C 3.63 0.72 -1.83 -0.473
I 3.15 1.71 -3.70 0.105
C 2.37 0.04 -1.15 -0.491
I 2.58 -2.14 -1.40 0.030
O 1.15 0.38 -1.78 -0.179
S 0.19 1.48 -1.00 0.617
O 0.75 1.90 0.31 -0.522
O 0.33 2.86 -1.94 -0.388
H 4.44 2.73 -1.27 0.307
H 5.32 1.35 -0.58 0.303
H 3.78 1.81 0.10 0.292
H 4.37 -0.05 -2.07 0.544
H 2.42 0.20 -0.07 0.547
H 1.21 3.21 -1.78 0.302
O 2.23 -6.53 0.31 -0.580
C 1.23 -6.01 0.71 0.481
O 1.17 -4.72 1.11 -0.322
C -0.14 -4.44 1.63 -0.366
C -1.05 -5.48 1.02 -0.502
C -0.12 -6.68 0.89 -0.352
H -0.10 -4.50 2.72 0.250
H -0.43 -3.42 1.35 0.285
H -1.94 -5.68 1.62 0.322
H -1.38 -5.16 0.03 0.262
H -0.09 -7.28 1.80 0.255
H -0.36 -7.29 0.03 0.275
O -4.53 5.00 -1.62 -0.568
C -4.04 4.62 -0.60 0.503
O -4.75 4.43 0.54 -0.355
C -3.85 4.07 1.61 -0.483
C -2.62 3.51 0.93 -0.392
C -2.58 4.31 -0.36 -0.221
H -3.64 4.97 2.20 0.261
H -4.34 3.34 2.26 0.313
H -1.72 3.60 1.54 0.345
H -2.77 2.46 0.70 0.222
H -2.04 5.25 -0.24 0.239
H -2.16 3.74 -1.18 0.143
```

Summary:
* orbital gap: 9.80 eV
* HOMO energy: -9.8 eV
* E_LUMO: 0.0 eV

---

Verdict on stability: run one comes out at the bottom.

---

Run one
Here is the molecule C2H5NS3 from the Open Molecules 2025 dataset. Energies are from ωB97M-V/def2-TZVPD.

XYZ file:
```
11
Properties=species:S:1:pos:R:3:mulliken_charge:R:1
C -1.15 0.61 0.02 -0.442
C -0.04 -0.22 0.71 0.275
H -1.94 -0.10 -2.23 0.168
H -1.20 1.58 0.53 0.290
H -2.11 0.08 0.29 0.344
H 0.91 -0.18 -1.09 0.234
H 3.13 -0.30 1.00 0.143
N 1.09 -0.40 -0.09 -0.255
S -1.00 0.83 -1.72 -0.342
S -0.17 -0.61 2.28 -0.293
S 2.49 -1.28 0.29 -0.122
```

Summary:
* orbital gap: 9.02 eV
* SMILES string: S=C(CS)NS
* HOMO energy: -8.6 eV
* E_LUMO: 0.4 eV

---

Run two
Here is the molecule C2H5NS3 from the Open Molecules 2025 dataset. Energies are from ωB97M-V/def2-TZVPD.

XYZ file:
```
11
Properties=species:S:1:pos:R:3:mulliken_charge:R:1
C 1.61 -2.31 -0.75 -0.810
C -0.03 -0.07 -0.07 0.398
H 1.88 -3.00 -1.65 0.293
H 2.44 -2.50 0.05 0.277
H 0.59 -2.62 -0.64 0.332
H -0.25 1.84 -0.89 0.315
H -0.29 2.63 1.40 0.153
N -0.75 1.02 -0.42 -0.390
S 1.05 -0.61 -1.29 -0.102
S -0.12 -0.88 1.28 -0.321
S -1.46 2.16 0.61 -0.146
```

Summary:
* orbital gap: 8.88 eV
* SMILES string: CSC(=S)NS
* HOMO energy: -8.6 eV
* E_LUMO: 0.3 eV

---

Verdict on stability: run two comes out at the bottom.

---

Run one
Here is a cluster of 2 separate species, CHF3O2S in total from the Open Molecules 2025 dataset. Energies are from ωB97M-V/def2-TZVPD.

XYZ file:
```
8
Properties=species:S:1:pos:R:3:mulliken_charge:R:1
C 0.71 0.53 1.32 0.553
O -0.78 -1.84 -0.92 -0.474
O 0.10 -0.13 -2.43 -0.489
F 1.91 0.89 1.02 -0.104
F 0.60 -0.72 1.84 -0.089
F -0.02 1.56 1.84 -0.135
S -0.61 -0.41 -1.20 0.571
H -1.92 0.13 -1.47 0.167
```

Summary:
* orbital gap (spin up / spin down): 6.81 / 2.90 eV
* HOMO energy (spin up / spin down): -9.2 / -7.5 eV
* E_LUMO (spin up / spin down): -2.4 / -4.6 eV

---

Run two
Here is a cluster of 2 separate species, CHF3O2S in total from the Open Molecules 2025 dataset. Energies are from ωB97M-V/def2-TZVPD.

XYZ file:
```
8
Properties=species:S:1:pos:R:3:mulliken_charge:R:1
C 1.48 -0.58 0.83 0.808
O 1.16 0.08 1.91 -0.432
O -0.77 2.35 0.25 -0.262
F 0.48 -0.55 -0.11 -0.217
F 1.89 -1.82 1.14 -0.227
F 2.62 -0.11 0.26 -0.264
S -1.54 2.79 -0.94 0.259
H 1.01 0.98 1.74 0.334
```

Summary:
* orbital gap (spin up / spin down): 7.81 / 7.80 eV
* SMILES string: OC(F)(F)F.O=S
* HOMO energy (spin up / spin down): -9.7 / -9.7 eV
* E_LUMO (spin up / spin down): -1.9 / -1.9 eV

---

Verdict on stability: run one comes out at the bottom.